Computed, not measured: a structure of composition C43H70CsGeN3O6PS4Si in a non-equilibrium geometry, with ωB97M-V/def2-TZVPD.

XYZ file:
```
130
Properties=species:S:1:pos:R:3:forces:R:3
Cs 0.620 0.059 -0.086 -1.030 -0.500 -0.273
C 0.718 -1.431 3.867 0.016 0.041 0.056
C 1.913 -0.504 3.656 0.086 0.192 0.160
C 2.287 0.132 5.005 0.017 0.002 -0.072
C 3.103 -1.299 3.112 -0.014 -0.017 -0.006
O 1.511 0.493 2.745 0.078 -0.129 0.162
Ge 2.612 1.903 2.174 0.064 0.149 0.015
O 3.171 0.891 0.673 0.361 0.123 0.048
C 3.995 1.318 -0.384 0.100 0.096 -0.040
C 4.544 0.059 -1.060 0.027 0.053 0.015
C 5.172 2.156 0.131 -0.025 0.005 0.011
C 3.208 2.136 -1.422 0.093 0.008 0.039
O 1.196 2.652 1.186 0.190 0.132 0.027
C 0.219 3.542 1.674 -0.033 0.028 0.091
C -0.831 2.787 2.494 0.035 -0.004 0.009
C -0.448 4.176 0.453 0.018 0.009 0.011
C 0.852 4.642 2.535 -0.017 0.010 -0.040
H 0.956 -2.204 4.606 -0.016 -0.033 -0.022
H -0.131 -0.849 4.232 -0.006 -0.020 -0.017
H 0.439 -1.904 2.927 -0.018 -0.061 -0.115
H 2.543 -0.627 5.752 -0.016 -0.009 -0.027
H 3.139 0.803 4.882 0.004 0.008 0.025
H 1.441 0.718 5.371 0.010 0.002 0.021
H 3.376 -2.097 3.812 0.027 -0.036 -0.015
H 2.844 -1.735 2.146 -0.037 -0.019 0.000
H 3.971 -0.651 2.968 -0.023 0.016 0.013
H 5.060 -0.563 -0.324 -0.001 -0.003 0.001
H 3.725 -0.517 -1.490 -0.047 -0.009 -0.008
H 5.240 0.316 -1.863 -0.001 -0.012 -0.012
H 5.711 1.600 0.902 0.010 0.002 -0.005
H 5.859 2.398 -0.684 0.008 0.004 0.011
H 4.819 3.088 0.577 -0.002 0.001 -0.005
H 2.436 1.537 -1.914 0.041 0.000 0.042
H 2.730 2.990 -0.940 -0.019 -0.012 0.014
H 3.887 2.496 -2.201 -0.027 0.020 -0.014
H -1.334 2.042 1.876 0.002 0.016 0.011
H -0.353 2.266 3.325 0.004 0.017 0.011
H -1.592 3.472 2.880 -0.003 -0.016 -0.004
H -0.888 3.401 -0.177 -0.005 -0.002 0.010
H -1.241 4.866 0.752 0.001 -0.007 -0.018
H 0.296 4.718 -0.136 -0.003 0.004 0.001
H 1.291 4.221 3.442 -0.007 0.000 0.006
H 1.648 5.139 1.975 -0.002 0.008 0.000
H 0.103 5.385 2.823 0.010 -0.008 0.004
O -8.551 -0.182 1.537 0.015 0.004 -0.065
C -7.393 -0.112 1.189 -0.011 -0.008 0.116
S -6.358 -1.509 0.922 -0.018 -0.064 -0.025
C -4.862 -0.671 0.485 -0.019 0.007 -0.003
C -4.940 0.738 0.489 -0.035 -0.008 0.001
S -3.734 1.832 0.147 0.033 0.028 -0.039
S -6.529 1.394 0.921 -0.027 0.078 -0.011
S -3.539 -1.619 0.124 0.083 -0.054 -0.002
O 0.980 -2.839 0.595 0.280 -0.409 0.062
P 1.247 -4.260 0.258 -0.202 0.293 0.186
N 2.060 -5.194 1.377 -0.133 0.005 -0.037
C 1.402 -5.387 2.683 -0.063 -0.039 -0.012
C 2.546 -5.416 3.699 0.038 0.007 0.028
C 3.769 -5.783 2.858 0.002 0.000 0.025
C 3.505 -5.035 1.559 0.094 -0.007 -0.053
N 2.219 -4.397 -1.069 -0.042 0.226 -0.098
C 2.446 -3.187 -1.895 0.094 0.004 0.052
C 3.183 -3.709 -3.141 -0.065 -0.009 -0.029
C 3.245 -5.240 -2.986 0.005 -0.008 -0.086
C 2.178 -5.561 -1.945 0.028 -0.041 0.047
N -0.188 -5.060 0.128 -0.005 -0.056 -0.146
C -0.401 -6.496 0.041 0.022 -0.053 0.014
C -1.778 -6.671 0.675 0.017 0.008 -0.007
C -2.527 -5.443 0.155 0.009 -0.010 -0.013
C -1.472 -4.333 0.177 -0.050 0.054 0.074
H 0.841 -6.329 2.682 0.023 0.027 0.005
H 0.698 -4.580 2.898 -0.015 0.004 0.011
H 2.357 -6.115 4.515 -0.005 0.010 0.010
H 2.680 -4.422 4.130 0.011 0.009 -0.008
H 3.791 -6.860 2.668 0.002 0.009 0.000
H 4.712 -5.494 3.322 0.006 -0.009 0.004
H 4.042 -5.445 0.703 -0.004 0.017 0.034
H 3.789 -3.980 1.666 0.002 0.001 -0.008
H 3.046 -2.477 -1.328 0.006 -0.050 0.041
H 1.520 -2.676 -2.158 -0.080 0.005 -0.069
H 4.180 -3.276 -3.222 -0.003 -0.007 -0.013
H 2.636 -3.430 -4.041 -0.042 0.009 -0.019
H 4.226 -5.551 -2.620 -0.004 -0.003 0.033
H 3.053 -5.759 -3.926 0.040 -0.009 0.004
H 2.389 -6.475 -1.380 -0.020 0.016 -0.028
H 1.197 -5.668 -2.426 0.000 0.014 -0.012
H 0.395 -7.037 0.560 -0.010 0.006 -0.022
H -0.419 -6.840 -1.003 0.008 -0.012 0.034
H -1.684 -6.623 1.764 -0.013 -0.016 -0.010
H -2.252 -7.616 0.406 -0.001 0.002 0.009
H -3.399 -5.170 0.745 -0.013 0.000 0.002
H -2.865 -5.627 -0.868 -0.014 0.013 0.050
H -1.532 -3.743 1.092 -0.016 0.028 -0.016
H -1.583 -3.643 -0.657 -0.005 -0.011 0.020
C -1.186 1.530 -5.038 0.025 0.032 0.042
C -1.535 0.047 -4.887 0.037 0.096 0.065
C -2.113 -0.473 -6.202 0.013 0.022 -0.077
C -2.590 -0.109 -3.786 -0.071 -0.047 -0.025
Si 0.017 -0.888 -4.294 0.334 -0.093 0.181
O 0.480 -0.561 -2.821 -0.104 -0.080 -0.466
C -0.381 -2.751 -4.514 0.060 0.087 0.044
C -1.019 -3.402 -3.455 -0.045 0.014 0.126
C -1.298 -4.760 -3.493 -0.011 -0.091 0.005
C -0.934 -5.513 -4.603 -0.051 -0.002 -0.011
C -0.304 -4.890 -5.671 0.017 -0.037 -0.001
C -0.036 -3.526 -5.622 0.051 0.012 -0.013
C 1.474 -0.586 -5.506 -0.028 -0.032 0.052
C 1.458 -0.646 -6.901 -0.123 -0.038 -0.072
C 2.609 -0.460 -7.657 0.028 0.009 -0.050
C 3.820 -0.207 -7.028 0.025 0.003 -0.021
C 3.865 -0.140 -5.642 0.055 -0.007 0.016
C 2.708 -0.329 -4.899 -0.042 0.054 0.036
H -2.084 2.115 -5.278 0.007 -0.005 -0.003
H -0.451 1.691 -5.833 -0.006 0.006 -0.003
H -0.766 1.928 -4.110 -0.011 -0.009 -0.015
H -3.036 0.072 -6.441 -0.004 -0.021 -0.019
H -2.358 -1.536 -6.143 -0.008 -0.013 -0.001
H -1.425 -0.331 -7.044 -0.073 0.011 0.073
H -3.485 0.477 -4.035 0.003 -0.012 0.019
H -2.224 0.227 -2.815 0.014 0.030 0.007
H -2.901 -1.152 -3.672 -0.009 0.027 -0.010
H -1.291 -2.822 -2.577 0.039 -0.013 -0.045
H -1.793 -5.238 -2.654 0.030 0.041 -0.036
H -1.146 -6.576 -4.634 0.015 0.001 -0.004
H -0.013 -5.468 -6.542 -0.004 -0.004 0.004
H 0.478 -3.062 -6.458 -0.018 -0.038 0.012
H 0.527 -0.852 -7.423 0.102 0.031 0.039
H 2.562 -0.514 -8.739 0.001 0.002 0.003
H 4.721 -0.063 -7.614 -0.005 0.003 0.007
H 4.805 0.059 -5.138 -0.002 0.001 -0.002
H 2.731 -0.273 -3.814 0.010 0.014 -0.014
```
Positions in Å, forces in eV/Å.

The net charge is -2. The energy relative to the best compared isomer or geometry (same formula, charge and spin) comes out at 0.0 kJ/mol. Its expectation value of S² is 0.7680. The value obtained for the HOMO-LUMO gap (alpha / beta) is 5.517 / 6.086 eV. As for the spin multiplicity: 2. As for the largest force on an atom: 1.18 eV/Å. Its total energy is -6617.24889 hartree.

Mulliken atomic charge list, values in e, 6 entries: 1.843 -1.265 1.253 -2.110 -1.113 0.587